C8H9ClN2O4 | ωB97M-V/def2-TZVPD

Each line ends with the Mulliken charge.
Atoms and positions in Å:
C1 -0.3019 1.4504 1.8418  -0.69
C2 0.8967 0.7158 1.8233  -0.17
C3 -1.2954 1.1791 0.8831  -0.71
C4 1.1586 -0.2391 0.9588  -0.29
C5 -1.0321 0.3348 -0.3483  0.68
C6 0.2474 -0.7973 -0.1057  0.90
C7 -2.3168 -0.2663 -0.8752  -1.66
C8 0.9531 -1.1443 -1.5053  -1.43
N1 2.3495 -0.9170 1.1764  1.01
N2 -0.4827 1.2735 -1.3642  1.12
O1 3.2824 -0.3438 1.7479  -0.65
O2 0.3770 2.0185 -1.0313  -0.59
O3 2.4745 -2.0952 0.8363  -0.56
O4 -0.9547 1.2205 -2.4676  -0.65
Cl1 -0.6130 -2.2120 0.6705  -0.15
H1 -0.2474 2.2010 2.6895  0.31
H2 1.5944 0.8693 2.6240  0.49
H3 -2.2749 1.6373 0.7651  0.36
H4 -2.3658 -1.1498 -0.2640  0.50
H5 -2.0947 -0.5310 -1.8865  0.40
H6 -2.9616 0.5095 -0.8511  0.54
H7 0.4358 -1.8032 -2.1861  0.33
H8 1.8630 -1.7127 -1.1816  0.49
H9 1.3083 -0.1980 -1.9497  0.41

For the relative energy (zero: lowest compared OMol25 entry of this formula, charge and spin), the calculation gives 0.000 eV. The gap between HOMO and LUMO comes out at 8.2 eV. As for the molecular weight: 232.62 g mol⁻¹.